Computed, not measured: a 7-piece molecular cluster, C48H89Br2N3O20S overall in a non-equilibrium geometry, with ωB97M-V with the def2-TZVPD basis set.

```
163
Properties=species:S:1:pos:R:3
Br -1.5235 -4.7881 -1.8150
Br -0.9328 -2.7066 -5.9335
S -1.2203 -1.6662 0.7570
O 2.7277 -0.8241 -2.2085
O -4.7168 2.1528 6.3357
O -3.3809 5.5431 -2.3566
O -5.0401 0.0492 5.9862
O -2.6758 8.8627 -9.1626
O -3.0183 -0.2709 -10.1651
O 4.4345 -8.3835 -2.0979
O 9.4184 -2.7768 5.2560
O -3.3375 6.7010 -9.2311
O -2.3730 7.1651 -3.3667
O 8.8104 -2.3777 3.2228
O -3.7388 5.8280 -4.5681
O -4.2983 8.2392 -7.8848
O -4.1216 0.7249 -8.4643
O 3.2443 -7.4318 -0.4273
O 3.4681 -6.4903 -2.4680
O -4.3306 1.3817 -10.6173
O 7.2191 -2.4828 4.8181
O -3.8959 1.2357 4.4391
O 3.3504 -1.1702 -0.0873
N -1.3542 -1.9882 -3.2622
N 0.5388 -2.3401 -1.8867
N -0.7296 -0.5244 -1.5394
C 0.0094 -0.7256 -0.2373
C -0.5413 -1.6583 -2.2720
C -3.4245 7.8213 -8.8009
C 1.0921 -0.5350 9.2313
C -0.0996 -1.2929 9.8268
C 1.0988 -1.6855 -0.7053
C 2.9007 0.4663 5.6876
C -5.2287 7.2364 -7.4676
C -1.1960 -4.3864 -3.6487
C -2.0372 7.8507 -4.5777
C 2.5926 -5.4468 -2.0404
C -3.5473 3.1995 -2.9925
C 3.4245 -0.9765 5.9072
C -5.2258 2.4312 -10.2142
C -5.0980 4.0736 4.8792
C 9.1080 -3.0069 6.6363
C -2.3670 -1.0867 -9.1947
C -4.2451 4.4000 -2.3909
C 4.2625 -1.0635 7.1883
C -0.9662 -5.5931 -4.4992
C 3.5520 -10.4458 -1.1376
C 2.6098 0.7695 4.2101
C -4.4858 1.1563 5.4854
C -4.2169 3.4364 5.9325
C 3.4737 -0.6190 8.4341
C -2.4680 -1.1061 -3.5956
C -0.4081 -1.8748 6.3077
C -0.9582 -2.0415 8.7734
C 8.5588 -4.3998 6.8618
C 2.5249 -1.1756 -1.0074
C -4.4796 3.6038 -9.6118
C 8.3686 -2.5342 4.4688
C 0.5605 0.2945 2.7494
C -1.2358 -1.2538 7.4619
C -1.1937 -3.1323 -4.0806
C -2.3225 8.5121 -11.5516
C 4.7305 -9.5019 -1.2498
C 2.1939 -1.4560 8.6820
C -2.2055 -0.0466 -4.4673
C 7.7712 -2.2021 2.2513
C 1.2183 0.8151 1.4589
C 1.1152 1.1035 3.9413
C -3.2202 6.1527 -3.5310
C -4.9491 -1.0821 5.1218
C -1.6959 8.5948 -10.1760
C -3.8583 0.6229 -9.6349
C 0.3804 0.6960 0.1865
C 3.6773 -7.4350 -1.5488
H -0.4939 0.3312 -2.0305
H -0.6951 -0.5762 10.3977
H 0.8342 -0.7405 2.9657
H -1.6661 -0.4840 -8.6163
H 3.2154 -10.7545 -2.1287
H 1.5673 0.0669 10.0133
H 3.1895 0.4246 8.2824
H -4.2147 4.0496 6.8319
H -3.1843 3.3492 5.5945
H 1.8737 -1.9818 7.7855
H -4.1852 2.3168 -2.9364
H -1.4295 7.2089 -5.2144
H -5.7390 2.7467 -11.1208
H -3.0037 7.6651 -11.6236
H 2.0183 0.5839 6.3242
H 10.0466 -2.8885 7.1755
H -5.9169 7.0029 -8.2797
H -1.4567 8.7246 -4.2969
H -0.9953 -1.8783 5.3881
H -1.5528 8.4003 -12.3153
H -3.7084 3.9595 -10.2958
H -2.9007 9.4131 -11.7617
H 2.7086 -9.9653 -0.6432
H -5.9804 2.0399 -9.5316
H 3.8264 -11.3323 -0.5658
H 9.2433 -5.1487 6.4604
H -5.3034 -1.9494 5.6721
H -5.7925 7.6462 -6.6343
H 0.3101 -2.0349 10.5171
H -6.1318 4.1211 5.2248
H 5.0624 -9.1551 -0.2712
H 1.5763 -5.8302 -1.9387
H -3.4332 -1.2768 -3.1323
H -5.0905 3.4944 3.9565
H 4.1048 -1.1717 5.0754
H -1.8523 -6.2260 -4.4933
H -4.5145 4.1943 -1.3564
H -5.1654 4.4236 -9.3985
H 0.7898 0.1764 8.4590
H 5.1062 -0.3749 7.0847
H 1.1896 -2.5652 -2.6358
H -1.9272 -0.6777 1.3369
H 1.2070 -2.4735 0.0468
H -3.2980 3.3764 -4.0388
H -4.7137 6.3386 -7.1334
H -3.9202 -1.2627 4.8150
H 8.4161 -4.5861 7.9266
H -2.2823 -1.4366 7.2037
H 0.5130 0.9255 4.8335
H 8.2540 -1.9525 1.3111
H -0.1783 -6.1783 -4.0160
H 2.4232 -2.2198 9.4316
H 0.5188 -1.3216 6.1612
H 0.9665 1.1514 -0.6187
H 4.0779 -0.6803 9.3409
H 1.4129 1.8793 1.6184
H -3.9834 3.3218 -8.6840
H 2.9275 -5.0068 -1.1031
H -1.1396 7.6895 -9.9324
H -5.5845 -0.9345 4.2492
H 7.2122 -3.1282 2.1297
H -4.7540 5.0832 4.6544
H -0.4594 -2.9915 8.5918
H -0.1233 -2.9047 6.5192
H -0.5537 1.2587 0.2717
H -2.4520 -0.1416 -5.5258
H 2.6068 -1.6946 5.9245
H -2.6116 2.9955 -2.4667
H -1.8138 -1.8539 -9.7302
H 2.1909 0.3342 1.3495
H 7.1025 -1.3919 2.5319
H 3.6599 1.1242 6.1208
H 5.5703 -10.0139 -1.7162
H -0.9956 9.4276 -10.1392
H 8.4229 -2.2412 7.0014
H 4.6531 -2.0730 7.3400
H 1.0748 2.1682 3.6932
H -3.0875 -1.5676 -8.5352
H -2.9304 8.1741 -5.1087
H -5.1641 4.6384 -2.9262
H -0.5276 0.3838 2.7634
H 3.2462 1.5668 3.8279
H -0.6078 -5.3463 -5.4909
H -1.7165 0.8634 -4.1136
H 2.8640 -0.1284 3.6402
H 2.6070 -4.6799 -2.8121
H -1.1085 -0.1771 7.5492
H -1.9254 -2.2440 9.2397
H 7.6019 -4.5316 6.3583
```

Output
Energy above the lowest of the compared OMol25 structures with the same formula, charge and spin = 158.1 kJ/mol
Maximum force = 2.397 eV/A
E_LUMO = -0.0692 Ha
Total energy = -247556.0896 eV
HOMO-LUMO gap = 6.299 eV

Here are the Löwdin charges for atoms 1 to 99, given in e: Br 0.828; Br 0.845; S 0.833; O -0.050; O 0.040; O 0.043; O 0.005; O 0.038; O 0.010; O 0.038; O 0.036; O 0.118; O 0.014; O 0.007; O 0.115; O 0.003; O 0.114; O 0.129; O 0.011; O 0.043; O 0.117; O 0.116; O -0.010; N -0.057; N 0.141; N 0.084; C -0.623; C -0.358; C -0.608; C -0.222; C -0.205; C -0.214; C -0.198; C -0.039; C -0.707; C -0.028; C -0.043; C -0.075; C -0.201; C -0.205; C -0.066; C -0.214; C -0.063; C -0.209; C -0.210; C -0.140; C -0.067; C -0.179; C -0.612; C -0.209; C -0.207; C -0.115; C -0.095; C -0.200; C -0.067; C -0.682; C -0.066; C -0.615; C -0.227; C -0.225; C -0.666; C -0.065; C -0.212; C -0.196; C 0.038; C -0.030; C -0.178; C -0.201; C -0.609; C -0.044; C -0.212; C -0.611; C -0.155; C -0.610; H 0.150; H 0.104; H 0.106; H 0.092; H 0.081; H 0.112; H 0.093; H 0.122; H 0.124; H 0.079; H 0.079; H 0.101; H 0.122; H 0.073; H 0.086; H 0.121; H 0.096; H 0.095; H 0.062; H 0.081; H 0.083; H 0.082; H 0.074; H 0.123; H 0.080